No. 1
145
Properties=species:S:1:pos:R:3 method="wB97M-V/def2-TZVPD" charge=+1 homo_lumo_gap_ev=7.91 lumo_ev=-2.80 e_above_lowest_kj_mol=76.4 homo_energy_ev=-10.70
C 0.04702 -5.50641 2.43330
H 2.02082 -4.04921 3.53468
H 1.22755 -1.30667 -7.94359
H 0.95645 1.57921 -5.16491
H -3.63991 5.97286 2.79955
C 2.39672 -2.83073 -3.92435
H -0.93640 -2.85262 6.06955
H -3.23617 6.83111 -3.11613
C 1.55570 -5.93797 2.48018
C -5.91369 0.62673 -1.85688
C -4.49847 0.13798 2.97622
H 0.95755 -2.58065 2.25713
H -0.33249 -6.84824 4.19312
H -8.01583 0.16160 -4.32747
O -3.14506 4.35909 1.66517
C -2.30385 0.93742 3.20289
H 4.71215 -1.30390 9.91621
H 5.35262 2.46207 -6.51676
H -2.18406 0.79710 4.28585
H 0.79544 -2.73340 5.57667
C 1.75748 -1.01282 -7.03509
H 3.67550 -5.55546 7.06845
H -4.21864 -0.56397 2.18132
N 1.69735 -2.39498 1.59191
C 3.29675 -4.60887 6.68596
H -4.97357 0.49180 -4.33360
H -2.06229 6.93875 -4.41920
H -2.19483 0.67706 -3.00249
C 5.14394 -1.72938 9.00797
H -0.40803 1.89785 3.20058
H 2.72792 -0.44238 -0.66879
H 8.80179 -1.41947 7.71074
C -2.53639 3.12590 -5.49502
H 4.71465 -2.72473 8.88225
C -3.03777 5.74532 1.92153
O 4.04399 0.89454 -6.15824
C 1.70719 -2.18150 -6.07099
H 2.37215 -3.89069 -4.19957
C 0.03594 -3.37543 6.07099
H 0.76622 -0.66651 0.92405
C 5.04097 1.50607 -6.95101
H -1.97127 -0.41593 -1.59390
H 3.10941 2.50660 -5.31695
H 1.79053 8.05872 -5.64567
H 9.14074 -2.58377 9.03263
H -1.92783 2.18140 -0.51321
H 8.99764 -3.14466 7.35286
H -3.41041 6.32830 1.07330
H 0.70266 -2.25201 -5.63666
H -2.06975 -1.07490 -3.24541
H -1.86521 2.77422 -6.27758
H -5.51836 0.47314 2.79691
H 2.78192 -0.77078 -7.32277
H 4.13954 -4.48291 1.49646
H -4.02975 5.28391 -4.70234
H 2.46918 -4.28513 7.32411
H -2.38075 2.50974 -4.60069
H -8.11661 -2.50723 -5.09521
O 0.20548 6.82732 -5.12795
H -1.78372 -6.32664 3.26888
H 1.61984 -6.72918 3.25055
C -0.21188 5.53400 -3.13877
H -6.07916 1.70610 -4.95969
H 0.32385 5.18420 -2.25185
H 4.67785 1.66021 -7.97287
N 3.41769 -2.29999 0.27450
H -3.57067 3.02762 -5.84235
H 4.77832 -0.46250 5.99100
O -6.22754 1.44980 -2.97221
H 0.34570 8.13403 -6.67859
C -7.01938 -0.16981 -4.64129
H 5.97132 -1.65711 6.48432
H -2.96936 4.28120 -0.36875
O 4.73700 -0.85582 7.95636
H 2.00401 0.24352 -4.70016
O 7.23021 -2.65945 8.23317
H -1.42512 4.46725 0.51655
C 2.64358 -1.26100 0.04448
H -3.13803 1.94137 0.73728
O 1.06898 0.14055 -6.55942
H 1.93583 -3.10978 -6.60944
H -3.25086 4.29798 -3.42748
H 3.91588 -2.47081 5.12538
C -2.45220 6.28058 -3.64122
H -0.03119 -4.40396 2.41262
H -8.64093 -1.90112 -3.49009
C 4.94070 -1.33131 6.63468
H 1.85385 -6.40936 1.52990
N 1.56489 -1.28744 0.83994
H 0.30695 8.89307 -5.07766
O -1.46275 6.00857 -2.65231
O 2.67847 -2.02586 -5.04272
C 2.88734 1.70763 -6.03757
H -1.21905 -3.88606 4.04215
H 5.89950 0.83747 -6.98768
C 0.62882 6.61402 -3.79179
H -6.38921 -0.35221 -1.94231
H 1.43871 -2.53519 -3.47609
O -6.70577 -1.41709 -4.03857
H -7.48791 -3.24249 -3.60396
H -0.34454 4.67309 -3.79689
N 3.24673 -4.14257 1.83569
H -0.41019 -5.86798 1.49489
C 2.82665 -3.03242 1.26907
H -3.94727 1.48370 -1.74526
C 1.71636 0.88579 -5.53537
H 2.94334 -4.75395 5.66054
C 6.64704 -1.78709 9.19040
C 8.61637 -2.43289 8.08347
H -4.45533 -0.36215 3.94996
O -1.13993 2.02593 1.33102
C -5.99198 0.87570 -4.25504
H -7.00711 -0.30892 -5.73019
C -0.79519 -6.00944 3.65416
C -1.38578 2.05110 2.73478
O -3.65577 1.27056 2.95489
C -1.11304 -4.82851 4.61778
C -3.07403 5.02869 -4.22711
H -1.99782 6.01708 2.13396
C -7.80168 -2.30737 -4.06558
H -6.35947 1.12870 -0.99457
H 2.95275 -2.14472 6.60466
C 3.94865 -2.40378 6.22500
H 3.31547 -5.30999 3.54145
C 0.69525 8.04430 -5.65144
H 1.67965 6.29415 -3.81706
H 2.63392 2.15219 -7.00650
H 6.87803 -2.17924 10.18895
H -2.04235 0.00322 2.68419
O -2.22708 4.47381 -5.22374
H 0.34696 -3.48974 7.12586
C 2.53628 -4.82091 2.93435
O -0.01494 -4.68938 5.52541
C -2.21463 2.47075 0.50107
O 4.34760 -3.66826 6.72507
H 0.54499 7.54264 -3.21522
C -2.44717 -0.30129 -2.57743
O -3.84291 -0.45253 -2.47816
C -2.40345 3.97266 0.51944
H 7.06671 -0.77927 9.09093
H -2.05718 -5.01328 5.16744
C -4.42299 0.50557 -1.60387
H 3.18622 -2.67570 -3.18810
H -4.25130 0.16336 -0.57352
H -1.74393 3.03086 3.05365

---

No. 2
151
Properties=species:S:1:pos:R:3 method="wB97M-V/def2-TZVPD" charge=0 homo_lumo_gap_ev=6.79 lumo_ev=-0.04 homo_energy_ev=-6.82
C 36.70440 24.37663 -10.87807
H 29.03726 25.01082 -10.45748
H 34.23715 17.28024 -7.78851
C 42.19916 25.62592 -4.48896
C 39.26566 28.17218 -7.50916
H 40.77876 26.09868 -6.64015
H 35.91356 24.92064 -17.87005
O 38.30210 30.17185 -1.44760
H 32.47998 25.71229 -12.91217
H 36.92964 25.44144 -10.81837
N 39.61993 29.25271 -3.19671
H 41.94885 26.64079 -4.79795
C 35.65840 25.00502 -15.46514
H 37.37277 30.46622 -11.48571
O 36.18011 28.70793 -14.60009
C 33.14601 19.01878 -10.09671
C 33.38291 24.38220 -15.79074
H 33.61294 18.27147 -10.73826
C 38.89636 28.03464 -3.51129
H 36.68936 32.17307 -9.70777
S 31.33956 24.84796 -10.67973
H 37.05071 27.88924 -7.97174
O 34.93600 20.89792 -6.64346
H 36.61778 25.28192 -15.92896
H 37.61855 27.10103 -6.65978
H 43.14168 25.85826 -3.99320
C 34.89061 24.60559 -17.66408
H 41.56940 28.70306 -4.04473
C 36.04700 29.41561 -15.82419
C 40.78072 29.45482 -4.07505
O 38.35957 28.23795 -14.84432
H 38.24647 24.57414 -1.90120
C 37.40262 32.46254 -10.47949
H 39.51046 20.32706 -7.53007
H 34.74494 23.59373 -18.04226
H 38.30769 22.24773 -9.75018
H 33.40380 24.03305 -14.75838
H 32.80781 29.38085 -9.37918
O 36.18515 28.88028 -10.29844
C 34.61431 23.40578 -10.04417
H 32.88109 25.34951 -15.76643
S 32.16070 17.96404 -9.02452
C 38.81621 22.42899 -4.97757
N 37.03107 23.85206 -9.43956
C 33.72116 20.47468 -6.76560
H 41.50549 25.34120 -3.69785
S 34.72940 29.26384 -10.61972
C 35.83960 22.92046 -9.17199
C 40.44106 31.63120 -8.52144
H 29.24226 23.86476 -11.78065
H 32.97191 27.92843 -11.47218
H 33.00177 15.94857 -7.99184
H 36.09237 21.90953 -9.49174
H 42.79093 23.05429 -6.48782
H 30.64890 25.86973 -12.75013
H 39.34325 19.10942 -9.58792
H 33.97367 26.91643 -10.51633
C 38.79420 23.79620 -2.43308
H 38.37589 22.51319 -5.97111
S 37.94459 23.77335 -4.07367
H 38.60070 23.08569 -8.17937
C 37.32567 28.20265 -14.22613
H 32.41442 19.66026 -10.58802
C 36.92769 25.00234 -8.37008
H 31.37314 24.39692 -13.00624
H 40.45537 31.27567 -7.49115
H 34.83711 20.18577 -6.00734
H 41.75224 22.39683 -9.18532
H 33.80943 23.89754 -9.49786
H 33.88907 30.31330 -8.42907
H 38.49789 26.13576 -9.52935
H 32.84529 23.68179 -16.42986
C 34.01876 27.72041 -11.25095
H 36.02310 25.59477 -8.50738
O 38.36562 25.01738 -4.86722
O 40.99305 24.22997 -7.56018
C 29.61447 24.15075 -10.79690
C 38.92830 31.97642 -8.77205
H 41.11747 30.47700 -3.90228
H 36.29973 26.90694 -12.74992
H 37.14187 23.76706 -11.66873
H 36.99639 31.14022 -14.81735
H 39.97031 28.13871 -8.34010
H 38.57808 22.90061 -1.85058
C 37.28046 27.30502 -13.01030
C 38.13897 26.03489 -8.50509
C 35.22020 24.12187 -11.12292
O 31.33057 26.10847 -9.78052
C 41.21169 25.08722 -6.68184
H 39.98984 31.01733 -2.27449
O 38.14662 31.95391 -7.77959
O 38.66504 32.37505 -9.98980
C 33.47533 16.82973 -8.42473
C 42.71302 23.53753 -5.51391
H 39.87043 27.80715 -6.67904
C 39.24226 30.20906 -2.26917
O 32.90487 20.87377 -7.60490
H 34.79223 25.12419 -11.13958
H 41.24051 20.39078 -7.05359
H 38.95533 25.57318 -7.94969
H 35.61232 22.75507 -8.11886
H 40.85798 18.97309 -10.43267
C 40.41810 19.25083 -9.47483
H 39.87794 22.67491 -4.95819
H 39.33334 23.71802 -9.54484
H 40.66208 18.54256 -8.68303
C 41.38602 21.54052 -9.77253
C 33.83954 29.40417 -9.02835
C 40.45148 20.86691 -7.63569
H 35.31738 31.51878 -15.12065
H 35.01657 23.88249 -12.16663
H 36.91348 24.49313 -7.40645
H 39.15222 29.14411 -7.02897
C 38.41712 23.20831 -9.24678
H 38.47391 28.28630 -4.48407
H 40.28242 21.91804 -7.40197
C 37.93322 27.31980 -7.68019
O 41.68430 21.47556 -11.00524
H 40.46497 29.58857 -5.10970
O 33.45836 19.70878 -5.91112
H 38.53703 21.45551 -4.57446
H 39.82173 24.13878 -2.55532
H 33.95783 28.50287 -8.42687
H 34.15394 22.45697 -10.31967
O 35.58701 24.96620 -14.23974
H 36.67283 29.09979 -16.65887
C 37.29809 31.53403 -11.69135
H 35.03971 29.11090 -16.10810
H 39.58166 27.21527 -3.72830
H 42.21241 22.82731 -4.85583
N 42.06280 24.83685 -5.65583
H 34.22373 25.28754 -18.19163
N 40.73062 20.60374 -9.06201
H 34.40419 27.53461 -12.25346
H 38.06517 27.70420 -2.88836
H 43.75798 23.59250 -5.20869
H 36.57153 31.47017 -16.40060
H 37.64785 27.83992 -12.13450
N 34.65637 24.63846 -16.23826
H 36.36669 31.89340 -12.12892
H 33.93991 19.55928 -9.58128
H 37.19244 33.48060 -10.80732
H 40.69226 30.78957 -9.16693
O 31.05289 17.08983 -9.59646
H 37.97757 31.86219 -12.47794
C 31.55635 25.33158 -12.47620
H 29.31074 23.24592 -10.27047
H 37.98894 26.49631 -13.18955
H 41.03638 32.54208 -8.58443
C 36.17529 30.97395 -15.51467
H 33.95452 16.38043 -9.29456

---

No. 3
140
Properties=species:S:1:pos:R:3 method="wB97M-V/def2-TZVPD" charge=-1 homo_lumo_gap_ev=6.53 lumo_ev=2.17 homo_energy_ev=-4.37
H 12.29478 -0.74635 2.49419
H -8.12968 -5.02887 2.59465
H -6.16649 -5.23857 4.13595
O -7.49452 4.83060 0.42029
H 0.75997 2.88177 -2.52780
H 5.08246 -0.24966 -1.19670
C 0.11107 -1.86260 1.35293
C -2.58491 3.30856 -1.40696
H -8.23168 -3.83296 3.90917
P 1.28122 0.28968 2.83187
C 2.66404 3.36914 -0.58518
H -0.26471 -3.63627 -0.02896
H -6.20808 3.02616 -0.65663
C -7.65846 -4.14181 3.03047
C -2.94934 -7.46954 -0.08075
H 6.47360 -1.26325 -0.40798
H 7.62371 0.64214 -1.80763
H 11.64882 0.68511 3.33218
C 4.28269 3.72419 -0.48235
C -0.54029 -10.63951 0.31890
C 4.52122 5.46163 -6.39982
O -0.32441 -9.41175 2.37455
H -7.78981 3.94329 2.91621
H -5.10500 3.60116 0.75865
H 2.57472 2.47844 -1.33889
H 1.25762 -2.11164 1.55692
H -3.90251 0.95297 -0.70181
H 4.50269 4.83681 -0.78052
H -2.27148 2.64979 -0.48187
C -4.17179 3.71930 -1.40969
H 2.30005 3.09927 0.49732
H -5.31814 1.16258 2.18957
C -4.31260 1.03983 1.55725
H -5.71665 0.78631 -0.21996
H 5.13542 -1.10314 1.53038
H -9.26530 4.76228 2.41925
H 5.42033 3.39645 -2.44244
H 10.44381 -0.57553 0.80246
C -5.08283 2.98001 -0.26050
H 1.26510 -10.34676 1.47444
H 10.17230 1.69823 1.02225
H -8.42757 4.71615 0.17062
H 1.52867 4.30791 -3.49271
O -5.49417 -4.83576 2.24690
H 7.45717 3.09991 -1.32001
H -2.94843 -8.12666 -0.95653
H -1.09090 2.28954 1.37768
O 1.94538 0.14195 -0.35561
C 1.77941 4.61591 -1.24771
H -6.41437 5.76463 1.88440
H 2.59173 5.36177 -1.69044
C -1.35906 -3.18765 -3.02386
H -7.89547 6.60081 1.37765
O -4.47781 -5.94387 -1.13707
H -1.44587 -10.08485 0.05219
C 0.90290 4.04470 -2.51074
H -2.00961 -0.97229 -0.86032
H -5.73623 -3.54529 3.82395
H -1.74102 -4.08807 -3.70722
H 4.62695 3.60388 0.65001
H 6.66849 2.86633 0.37719
C 10.36502 -0.08668 1.77833
H -3.47826 2.10288 3.39565
H -1.08814 4.17116 -3.61935
H -2.72227 -4.13866 -1.31858
C 7.11646 0.90603 -0.77082
H -0.86364 -11.53951 0.85204
O 4.92870 3.84722 -4.66566
O -0.20631 1.09269 -0.84982
C 5.19003 2.76183 -1.48028
C -1.86552 -2.09049 -0.53799
H -0.25317 -3.45115 -2.73325
C -0.28648 -2.44773 -0.12581
C 0.36331 -9.79457 1.19273
H -4.04882 -0.09895 1.60089
C -1.65472 1.58191 2.12072
H 1.38711 -1.23311 4.83671
C 0.53481 -0.49645 4.44976
H -4.25219 -6.05322 0.89269
H -2.38479 2.75092 -2.44219
H -7.71360 -3.34936 2.27696
H 6.09995 0.58823 1.79156
H 3.99085 6.11704 -5.70125
H 0.66621 -8.88566 0.66438
N -1.43009 0.11775 1.82227
H 9.78690 -0.73511 2.44339
H -2.48685 -2.28755 0.46176
H -0.89586 4.53374 -0.38900
H -3.27075 3.16682 1.85280
C 5.95771 -0.18974 -0.39016
H 1.17106 5.22332 -0.45331
H -2.31129 -1.56039 -4.04584
H -0.59399 -2.40106 2.15127
H 4.98954 6.07574 -7.17417
C 11.73595 0.18445 2.36233
H -0.77156 -1.17281 -3.43800
H -0.40355 -1.14981 4.16992
H -2.11898 -6.76740 -0.20872
H 12.30984 0.85107 1.71036
C 5.55622 4.63149 -5.66930
H 4.27164 0.53764 1.11797
H 3.76828 4.81852 -6.86706
C 0.52251 0.40956 0.03698
H -4.49479 -6.55050 -1.89715
H 6.08200 3.96407 -6.35894
H -5.53912 -4.10878 1.60232
H 0.30854 0.31059 5.27694
C -1.55549 4.62024 -1.37700
H -0.58172 -10.22571 2.84068
C -0.58001 4.72031 -2.69071
O 9.65488 1.13281 1.62108
H -5.10046 -7.42075 0.14438
H -1.77264 -0.50509 2.60089
H -8.20228 5.52226 3.62706
H -2.16299 5.62046 -1.31546
H 6.29400 5.27848 -5.18547
H 1.05121 2.50867 2.19137
C -7.46086 5.62127 1.59923
C -4.26371 -6.72499 0.02921
O 1.42234 2.02314 2.98644
C -4.71974 1.40367 0.00408
H 7.98197 0.78289 0.03959
H -4.21702 4.88429 -1.18202
C -3.21886 2.04676 2.23943
C -8.22258 4.92758 2.70944
H 4.62843 1.79386 -1.84222
N -1.34747 -1.93146 -3.87072
H -2.76705 -8.07317 0.81282
C -6.21827 -4.43123 3.39939
C 5.31554 0.00103 1.11527
C 6.62649 2.47187 -0.73983
C -2.39690 -3.08597 -1.75744
H -0.48859 5.85608 -3.00692
C 0.00465 -0.20280 1.46677
H 0.47716 -2.18895 -0.98242
H 4.28148 3.27029 -5.10642
H -4.62137 3.59552 -2.49709
H -0.02639 -10.93916 -0.59881
H -3.40085 -2.58314 -2.15329
H -1.16784 1.77837 3.19290